Entry 1:
Here is a cluster of 11 separate species, C5H34N2O11 in total at a distorted geometry from the OMol25 dataset. Energies are from the ωB97M-V functional and the def2-TZVPD basis.

As for the total energy: -1148.040561 Eh. The LUMO energy is 0.14 eV.

Each line ends with the Löwdin charge.
Cartesian coordinates (Å):
C1 -0.5838 2.1162 0.0800  -0.053
C2 -0.6352 0.9640 1.1003  -0.368
C3 -1.4954 -0.1208 0.4323  -0.151
C4 -2.0214 -1.2873 1.2315  -0.272
O1 -2.6701 -2.3391 0.5416  -0.053
N1 0.7064 0.4935 1.4105  -0.019
C5 1.5330 1.2987 2.2754  -0.294
N2 2.1424 2.5404 1.7832  0.013
H1 0.0231 2.9714 0.3518  0.058
H2 -0.2620 1.7428 -0.8960  0.067
H3 -1.6098 2.4934 -0.0675  0.076
H4 -1.1490 1.3278 1.9957  0.125
H5 -2.3784 0.4079 0.0568  0.108
H6 -0.8962 -0.5571 -0.3713  0.104
H7 -2.7960 -0.9543 1.9353  0.097
H8 -1.2224 -1.7419 1.8393  0.119
H9 -2.1887 -2.5719 -0.2561  0.059
H10 1.1851 0.1987 0.5820  0.075
H11 0.9669 1.5985 3.1601  0.115
H12 2.3803 0.6786 2.5816  0.104
H13 1.4885 3.3058 1.7214  0.046
H14 2.5959 2.3866 0.8994  0.033
O2 2.7124 1.8904 -1.5726  -0.058
H15 2.8417 2.7314 -1.9977  0.044
H16 1.9353 1.5039 -2.0089  0.002
O3 -0.4219 -3.5340 -1.8208  -0.081
H17 0.2298 -2.9058 -1.4058  -0.006
H18 -0.3666 -4.4358 -1.5202  0.041
O4 0.8120 -2.1733 -4.0207  -0.046
H19 0.0839 -2.4341 -3.4461  0.026
H20 1.4850 -2.8496 -3.8710  0.066
O5 -2.2051 1.3706 -3.0022  -0.057
H21 -3.1524 1.2189 -2.9312  0.036
H22 -1.9858 1.6810 -2.1079  -0.005
O6 3.5452 -0.7553 -1.4240  -0.053
H23 3.4097 -0.3631 -2.2931  0.038
H24 3.7763 -0.0421 -0.8219  0.042
O7 -2.2095 0.5595 4.5208  -0.052
H25 -2.4185 1.3989 4.1184  0.011
H26 -1.7514 0.0569 3.8389  0.009
O8 -4.3296 1.4609 2.4186  -0.044
H27 -4.3137 1.7807 1.5158  0.030
H28 -4.2414 0.5189 2.2244  0.026
O9 1.7908 -2.5096 1.9402  -0.050
H29 2.5431 -3.0279 1.6357  0.052
H30 1.9953 -2.3365 2.8709  0.059
O10 1.0153 -1.6265 -0.7782  -0.076
H31 1.8432 -1.5624 -1.2958  0.038
H32 1.2070 -1.6713 0.1775  0.030
O11 1.0868 0.4147 -3.4118  -0.073
H33 1.0997 -0.4362 -3.8882  0.006
H34 0.8704 1.1248 -4.0308  0.059

Entry 2:
Here is a cluster of 12 separate species, C5H35N2O12 in total at a distorted geometry from the OMol25 dataset. Energies are from the ωB97M-V functional and the def2-TZVPD basis.

Its charge is +1. As for the total energy: -1223.684684 Eh. The LUMO energy is -2.21 eV.

Each line ends with the Löwdin charge.
Cartesian coordinates (Å):
N1 -0.0991 -0.4871 1.2465  0.185
C1 -0.2142 -0.4938 -0.2243  -0.151
C2 -1.0736 0.6120 -0.7344  -0.145
N2 -0.3839 1.9497 -0.7071  -0.194
C3 -1.3678 2.9795 -1.1283  -0.064
C4 0.7212 2.0115 -1.6763  -0.152
C5 1.6893 3.0242 -1.1297  -0.198
O1 2.2151 2.9361 -0.0453  0.036
H1 0.5367 0.1701 1.7214  0.106
H2 0.2726 -1.3362 1.6995  0.119
H3 -1.0377 -0.3459 1.6440  0.090
H4 0.7849 -0.5849 -0.6312  0.091
H5 -0.6553 -1.4427 -0.4665  0.088
H6 -1.4374 0.5070 -1.7625  0.102
H7 -1.9827 0.8066 -0.1706  0.110
H8 -2.3343 2.8113 -0.6534  0.093
H9 -1.5141 2.9812 -2.2090  0.092
H10 -1.0017 3.9199 -0.7132  0.085
H11 0.4183 2.1251 -2.7173  0.127
H12 1.2661 1.0714 -1.6227  0.108
H13 1.9033 3.9534 -1.6906  0.136
H14 0.0241 -3.5817 1.3848  -0.034
H15 -0.7488 -3.4310 2.7547  0.055
O2 -0.0057 -3.1156 2.2387  -0.074
H16 -2.3054 -2.7560 -0.5992  0.043
H17 -2.5240 -4.0080 0.1121  0.063
O3 -2.4194 -3.0664 0.3041  -0.046
H18 0.0073 3.1970 1.3340  0.006
H19 -0.8081 4.3403 2.0159  0.063
O4 -0.2933 3.5466 2.1828  -0.050
H20 1.8537 2.0422 3.2384  0.069
H21 2.2025 2.0061 1.7065  0.012
O5 1.7906 1.5206 2.4349  -0.048
H22 3.6489 0.2040 0.7256  0.059
H23 3.6075 0.7606 -0.6670  0.049
O6 3.6845 -0.0798 -0.1993  -0.035
H24 1.3536 -2.5349 -2.2576  0.027
H25 0.4678 -2.0394 -3.3848  0.043
O7 0.4837 -2.1397 -2.4280  -0.049
H26 -3.2671 -0.1713 2.2344  0.049
H27 -3.6920 -1.3564 1.3249  0.048
O8 -2.9978 -0.7101 1.4824  -0.055
H28 2.9773 -1.7820 -0.1027  0.035
H29 3.5704 -2.9822 -0.7479  0.089
O9 2.7248 -2.5148 -0.6986  -0.058
H30 1.4214 -3.5060 -0.0577  0.019
H31 1.0661 -4.9767 0.1964  0.079
O10 0.6557 -4.1230 0.0180  -0.058
H32 -0.6875 1.8100 2.8835  -0.003
H33 -1.7205 1.5678 3.9439  0.061
O11 -1.2857 1.1137 3.2131  -0.060
H34 -2.4568 0.1225 -4.5975  0.054
H35 -1.2138 -0.6118 -4.1425  0.029
O12 -1.8195 0.0870 -3.8752  -0.047

Entry 3:
Here is a cluster of 12 separate species, C5H35N2O12 in total at a distorted geometry from the OMol25 dataset. Energies are from the ωB97M-V functional and the def2-TZVPD basis.

Its charge is +1. As for the total energy: -1223.674247 Eh. The LUMO energy is -2.32 eV.

Each line ends with the Löwdin charge.
Cartesian coordinates (Å):
O1 -0.9118 1.4065 2.2475  0.054
C1 -0.9179 0.1948 2.0654  -0.461
N1 -2.0081 -0.5575 2.2795  0.072
C2 -2.0291 -1.9630 2.0109  -0.074
C3 0.3284 -0.4624 1.4798  -0.215
N2 1.5922 0.3767 1.8863  0.037
C4 2.7201 -0.5352 1.9519  -0.041
C5 0.3753 -0.5564 -0.0152  -0.039
H1 -2.7413 -0.1329 2.8148  0.159
H2 -2.8533 -2.3133 1.3581  0.065
H3 -2.1550 -2.5415 2.9557  0.104
H4 -1.1538 -2.4457 1.5908  0.069
H5 0.5482 -1.3747 2.0467  0.118
H6 1.3484 0.7191 2.8206  0.158
H7 1.8397 1.1766 1.2637  0.106
H8 2.9373 -0.9573 0.9538  0.110
H9 2.6554 -1.4107 2.6094  0.097
H10 3.5808 0.0563 2.3047  0.113
H11 0.0403 0.3731 -0.4842  0.097
H12 1.2513 -0.9790 -0.4847  0.085
H13 -0.4042 -1.2040 -0.4154  0.073
H14 1.3648 -3.7560 -0.4753  0.069
H15 0.1139 -3.0418 -0.9951  0.019
O2 0.6651 -3.1441 -0.2127  -0.058
H16 1.3181 -0.7957 5.2464  0.062
H17 0.7679 -2.1108 4.7785  0.064
O3 0.8305 -1.1849 4.5099  -0.031
H18 1.9780 4.2264 -2.6980  0.068
H19 0.8651 3.5013 -2.0407  0.030
O4 1.7482 3.3378 -2.3985  -0.041
H20 4.0154 1.6017 -2.6091  0.080
H21 2.5682 1.5218 -2.2478  0.036
O5 3.4357 1.1909 -1.9558  -0.048
H22 -4.1817 -2.5805 -0.8445  0.050
H23 -3.7204 -4.1365 -0.4969  0.044
O6 -3.7781 -3.2194 -0.2454  -0.054
H24 -0.2960 3.0469 0.3558  0.032
H25 -0.8573 4.4682 0.5916  0.074
O7 -0.6525 3.8244 -0.0915  -0.037
H26 -3.4090 1.1084 -1.6971  0.040
H27 -2.6155 -0.1085 -1.2791  0.018
O8 -3.2389 0.1764 -1.9580  -0.069
H28 0.4118 -2.6719 -4.3153  0.051
H29 -0.5095 -3.2728 -3.1485  0.037
O9 0.2052 -2.6728 -3.3800  -0.045
H30 -2.7847 3.3631 -2.2290  0.079
H31 -1.4634 2.9594 -1.4942  0.014
O10 -2.1814 2.6325 -2.0631  -0.060
H32 -1.4141 1.2933 -3.1096  -0.021
H33 -1.4112 -0.1431 -3.2821  0.000
O11 -0.9162 0.6188 -3.6154  -0.089
H34 2.9795 1.8920 -0.5646  0.021
H35 3.4800 2.8245 0.4554  0.071
O12 2.6396 2.3814 0.2694  -0.093

Entry 4:
Here is a cluster of 13 separate species, C5H35NO14 in total at a distorted geometry from the OMol25 dataset. Energies are from the ωB97M-V functional and the def2-TZVPD basis.

As for the total energy: -1319.592336 Eh. The LUMO energy is -0.10 eV.

Each line ends with the Löwdin charge.
Cartesian coordinates (Å):
O1 1.1350 -0.0166 -1.9481  0.069
C1 1.3050 -0.3599 -0.8007  -0.498
O2 2.5336 -0.1572 -0.3007  0.061
C2 0.3497 -0.8603 0.2371  -0.254
C3 -0.0367 0.0446 1.3928  -0.146
C4 -1.1176 -0.6113 2.2939  -0.250
C5 -0.6236 -1.2097 3.6020  -0.097
N1 -0.9072 -1.1728 -0.5255  0.067
H1 3.2259 0.2117 -0.8767  0.095
H2 0.7213 -1.8454 0.5466  0.163
H3 0.8514 0.2700 1.9799  0.100
H4 -0.4405 1.0053 1.1166  0.090
H5 -1.7989 0.2477 2.3614  0.105
H6 -1.7993 -1.2779 1.7618  0.072
H7 -0.0370 -2.1101 3.3874  0.078
H8 -1.2431 -1.5230 4.4412  0.072
H9 -0.0193 -0.4585 4.1059  0.058
H10 -1.0884 -0.3562 -1.1050  0.061
H11 -0.7015 -1.8593 -1.2443  0.032
H12 4.5170 2.0427 -1.0688  0.067
H13 3.5574 2.0221 -2.2899  0.036
O3 3.5972 1.9204 -1.3295  -0.037
H14 0.6898 3.2155 0.3617  0.062
H15 0.5734 2.2674 -0.9128  0.025
O4 0.8056 2.3278 0.0207  -0.042
H16 -4.1384 3.7201 0.6035  0.032
H17 -3.5005 4.4084 1.6318  0.045
O5 -3.2422 4.0435 0.7696  -0.066
H18 2.1049 0.6132 3.9597  -0.006
H19 3.5240 0.5140 4.4973  0.023
O6 2.6182 0.2632 4.6921  -0.068
H20 1.3945 2.2544 -3.8173  0.035
H21 2.3354 1.7422 -4.7584  0.045
O7 2.3085 2.4266 -4.0766  -0.050
H22 3.4628 0.2359 1.5059  0.024
H23 3.0419 1.6279 1.3456  0.020
O8 3.5959 1.0913 1.9309  -0.060
H24 -5.4348 -0.5849 0.5982  0.033
H25 -4.8022 0.7361 0.1612  0.018
O9 -5.5749 0.3653 0.5963  -0.054
H26 2.2185 -3.3186 -2.7675  0.049
H27 1.0205 -3.3546 -1.7344  0.041
O10 1.6418 -2.7952 -2.2082  -0.023
H28 0.3089 -1.2553 -5.0030  0.027
H29 0.5087 -0.2576 -3.7432  -0.016
O11 0.3661 -0.3539 -4.6918  -0.062
H30 -2.2019 -4.2500 2.6639  0.038
H31 -1.4528 -3.0841 1.9459  -0.023
O12 -1.7073 -4.0055 1.8809  -0.050
H32 -2.0168 1.6001 -1.5212  0.026
H33 -1.8877 3.1295 -1.7784  0.044
O13 -1.4782 2.2742 -1.9410  -0.037
H34 -2.4381 -3.3466 -1.2276  0.041
H35 -2.6519 -2.9180 -2.6508  0.048
O14 -1.9721 -3.2783 -2.0707  -0.060

Entry 5:
Here is a cluster of 13 separate species, C5H35NO14 in total at a distorted geometry from the OMol25 dataset. Energies are from the ωB97M-V functional and the def2-TZVPD basis.

As for the total energy: -1319.638643 Eh. The LUMO energy is -0.10 eV.

Each line ends with the Löwdin charge.
Cartesian coordinates (Å):
C1 1.2914 -1.8746 0.5343  -0.307
N1 0.7916 -0.6252 0.3397  0.100
C2 1.7724 1.3291 -2.7540  -0.108
C3 1.2719 0.1799 -1.9356  -0.210
C4 1.4975 0.4303 -0.4636  -0.266
C5 2.9862 0.4841 -0.1815  -0.161
O1 3.3335 1.2892 0.9753  -0.095
O2 2.4018 -2.2575 0.2032  -0.019
H1 0.6583 -2.5820 1.0820  0.143
H2 -0.1756 -0.4714 0.5331  0.106
H3 1.8802 2.2709 -2.2342  0.066
H4 2.6493 1.2112 -3.3980  0.081
H5 1.0215 1.6315 -3.5557  0.095
H6 0.2242 0.0039 -2.1893  0.112
H7 1.7747 -0.7780 -2.1795  0.106
H8 0.9931 1.3836 -0.1427  0.154
H9 3.5306 -0.4256 0.0942  0.101
H10 3.6042 0.9830 -0.9205  0.130
H11 3.2182 2.2313 0.7998  0.079
H12 0.9811 3.5979 1.0454  0.019
H13 1.7365 4.8708 0.7530  0.052
O3 1.5439 4.0044 0.3824  -0.038
H14 2.4334 -2.7224 -1.9323  -0.016
H15 1.1606 -2.9805 -2.7595  0.041
O4 1.9010 -3.4301 -2.3159  -0.060
H16 -4.3064 0.6399 -0.0970  0.005
H17 -5.8159 0.4152 0.3315  0.076
O5 -5.1390 0.1680 -0.3136  -0.077
H18 -4.8850 0.1029 -2.0498  0.032
H19 -3.6537 0.7019 -2.5897  0.067
O6 -4.1937 -0.0973 -2.7309  -0.073
H20 -2.8062 -2.0688 3.3350  0.058
H21 -2.2417 -1.9563 1.8674  0.010
O7 -2.0148 -1.8780 2.8257  -0.073
H22 5.4762 -1.9386 -0.2289  0.053
H23 4.4089 -2.1963 -1.2021  0.004
O8 5.2147 -1.6792 -1.1265  -0.053
H24 -3.7612 -1.5898 0.2009  0.026
H25 -2.5673 -2.1234 -0.5096  0.013
O9 -3.0868 -2.2765 0.3269  -0.081
H26 2.3813 0.8122 2.2797  0.018
H27 2.6375 -0.0112 3.6951  0.064
O10 2.0059 0.4661 3.1382  -0.081
H28 -1.3531 -0.2951 3.2355  0.009
H29 0.2169 0.2842 3.2588  0.025
O11 -0.7601 0.4890 3.2909  -0.107
H30 -1.4317 2.0542 2.9688  0.020
H31 -0.9720 3.3073 2.2209  0.035
O12 -1.7745 2.8977 2.5615  -0.074
H32 -2.6647 -2.9268 -2.4058  0.072
H33 -3.0703 -1.4081 -2.4591  0.011
O13 -2.3471 -2.0319 -2.2085  -0.078
H34 -2.2417 0.8917 0.4948  0.032
H35 -2.7633 1.9934 1.4721  0.028
O14 -2.9726 1.4996 0.6380  -0.063

Entry 6:
Here is a cluster of 15 separate species, C5H36N2O14 in total at a distorted geometry from the OMol25 dataset. Energies are from the ωB97M-V functional and the def2-TZVPD basis.

As for the total energy: -1374.988332 Eh. The LUMO energy is 0.15 eV.

Each line ends with the Löwdin charge.
Cartesian coordinates (Å):
C1 -0.3495 2.8616 -3.2119  -0.082
C2 -0.1043 1.3409 -3.3305  -0.181
C3 -0.3218 0.5284 -2.1162  -0.247
C4 -0.8506 -0.7620 -1.9764  -0.108
N1 -0.5743 -1.1976 -0.7249  0.007
C5 0.0686 -0.2763 -0.0456  -0.159
N2 0.1216 0.8303 -0.8739  0.119
H1 -1.0618 3.0386 -2.4046  0.077
H2 -0.4585 3.3033 -4.1913  0.071
H3 0.5338 3.3446 -2.7753  0.058
H4 -0.9194 1.0261 -3.9911  0.111
H5 0.8207 1.1475 -3.8725  0.118
H6 -1.3959 -1.4237 -2.6292  0.117
H7 0.2593 -0.1372 0.9996  0.100
H8 0.7475 1.6267 -0.7269  0.106
H9 1.7377 -2.0520 1.2266  -0.007
H10 3.0208 -2.6594 1.7290  0.058
O1 2.7049 -2.0602 1.0600  -0.058
H11 3.5225 1.2792 0.3200  -0.019
H12 4.6767 0.6018 -0.1137  0.043
O2 4.1073 1.3068 -0.4558  -0.089
H13 -0.5949 -2.2632 2.2538  0.043
H14 -0.1575 -3.2095 1.2536  0.036
O3 0.1471 -2.3736 1.6437  -0.085
H15 -2.9061 -0.4850 -0.7343  -0.002
H16 -4.1796 0.1679 -1.2814  0.059
O4 -3.6163 0.1307 -0.5008  -0.048
H17 -2.3706 -2.3684 2.7187  0.016
H18 -3.2040 -3.0525 1.7009  0.044
O5 -2.3240 -3.1041 2.1137  -0.062
H19 2.3880 3.2541 0.5790  0.008
H20 2.6285 2.9650 -1.0564  0.053
O6 2.0447 2.9329 -0.2953  -0.101
H21 -0.0754 -3.1592 -0.5863  -0.031
H22 0.7796 -4.3927 -0.8461  0.027
O7 -0.0900 -4.1240 -0.5385  -0.079
H23 -3.5067 -0.5088 2.9527  0.054
H24 -2.3873 0.0242 1.9572  0.012
O8 -2.6160 -0.1577 2.8720  -0.034
H25 1.7125 2.9632 2.5542  0.030
H26 3.2726 3.1735 2.6158  0.083
O9 2.4621 3.4345 2.1702  -0.037
H27 -2.4870 -2.7975 0.1635  0.011
H28 -3.2419 -3.3197 -1.0092  0.061
O10 -3.3996 -2.9925 -0.1154  -0.070
H29 2.0482 1.2547 2.0433  -0.003
H30 2.4687 -0.2320 1.6928  0.011
O11 2.7915 0.6479 1.9548  -0.057
H31 -0.7546 2.5580 1.9812  0.065
H32 0.1819 2.7390 0.9434  0.038
O12 0.1325 2.2225 1.7562  -0.059
H33 -1.9831 1.7072 0.3455  -0.009
H34 -3.2396 2.0748 0.8690  0.040
O13 -2.3978 2.5089 0.6717  -0.056
H35 1.5242 -2.2440 -1.9910  0.033
H36 2.6534 -2.6286 -1.0732  0.024
O14 2.0112 -3.0134 -1.6745  -0.050

> The lowest LUMO belongs to which entry?

number 3

> Number 2 is which compound?

C5H35N2O12

> The highest LUMO belongs to which entry?

C5H36N2O14

> Which formula does entry 3 have?

C5H35N2O12